Record 1
ORCA calculation (wB97M-V/def2-TZVPD) on a 2-piece molecular cluster, C5H13NO overall at a distorted geometry.

Cartesian coordinates (Å):
1 C -0.86 -1.62 0.02
2 N -0.32 -1.21 1.34
3 C -1.44 -0.89 2.19
4 C 0.45 -0.01 0.93
5 C 1.31 -0.53 -0.24
6 C 0.42 -1.63 -0.83
7 H -1.37 -2.59 -0.03
8 H -1.51 -1.01 -0.63
9 H -2.22 -0.23 1.81
10 H -1.97 -1.82 2.47
11 H -1.08 -0.52 3.16
12 H -0.28 0.71 0.50
13 H 0.82 0.63 1.74
14 H 1.76 0.31 -0.78
15 H 2.13 -1.09 0.22
16 H 1.00 -2.53 -0.65
17 H 0.27 -1.66 -1.91
18 H 1.15 4.56 -2.10
19 H 0.90 4.80 -3.60
20 O 0.43 4.58 -2.76

2S+1: 2
HOMO (spin up / spin down): 1.27 / -6.48 eV
net charge: -1
E: -328.20640 a.u.
LUMO level (spin up / spin down): 3.4 / 3.3 eV

Record 2
ORCA calculation (wB97M-V/def2-TZVPD) on a 2-piece molecular cluster, C5H13NO overall at a distorted geometry.

Cartesian coordinates (Å):
1 C 0.34 2.42 0.73
2 N 0.77 1.27 -0.06
3 C 0.77 0.03 0.69
4 C 1.56 -1.08 -0.06
5 C 1.29 -1.09 -1.52
6 C 0.69 -2.03 -2.22
7 H -0.74 2.55 0.87
8 H 0.79 2.35 1.72
9 H 0.73 3.33 0.27
10 H 0.20 1.15 -0.88
11 H 1.13 0.09 1.71
12 H -0.26 -0.31 0.87
13 H 2.57 -0.90 0.22
14 H 1.22 -2.03 0.37
15 H 1.60 -0.18 -2.03
16 H 0.54 -3.05 -1.90
17 H 0.43 -1.81 -3.24
18 H -5.20 -0.13 1.12
19 H -4.03 0.01 2.02
20 O -4.38 -0.60 1.33

2S+1: 2
HOMO (spin up / spin down): 1.20 / -5.71 eV
net charge: -1
E: -328.20505 a.u.
LUMO level (spin up / spin down): 3.6 / 3.5 eV

Record 3
ORCA calculation (wB97M-V/def2-TZVPD) on a 2-piece molecular cluster, C5H13NO overall at a distorted geometry.

Cartesian coordinates (Å):
1 C 0.92 0.77 -0.07
2 C 0.12 0.73 -1.37
3 C -1.20 -0.04 -1.32
4 C -2.65 -0.82 0.53
5 C -2.05 0.16 -0.11
6 N 1.83 -0.39 0.11
7 H 1.53 1.66 0.02
8 H 0.22 0.75 0.76
9 H 0.74 0.29 -2.16
10 H -0.09 1.75 -1.71
11 H -1.78 0.28 -2.21
12 H -1.03 -1.11 -1.44
13 H -3.41 -0.67 1.29
14 H -2.29 -1.83 0.40
15 H -2.37 1.19 0.06
16 H 2.60 -0.24 -0.55
17 H 1.35 -1.21 -0.27
18 H 2.16 -0.30 1.97
19 H 2.99 -0.86 3.16
20 O 2.41 -0.13 2.91

2S+1: 2
HOMO (spin up / spin down): 1.24 / -6.04 eV
net charge: -1
E: -328.22511 a.u.
LUMO level (spin up / spin down): 4.0 / 3.8 eV

Record 4
ORCA calculation (wB97M-V/def2-TZVPD) on a 2-piece molecular cluster, C5H13NO overall at a distorted geometry.

Cartesian coordinates (Å):
1 C 2.46 -0.12 1.17
2 C 0.99 -0.11 1.43
3 C 0.18 0.55 0.61
4 C -1.32 0.65 0.71
5 C -1.97 -0.26 -0.39
6 N -2.23 0.42 -1.66
7 H 2.72 -0.38 0.14
8 H 3.13 -0.70 1.80
9 H 2.83 0.92 1.19
10 H 0.62 -0.72 2.25
11 H 0.63 1.11 -0.20
12 H -1.62 0.30 1.69
13 H -1.67 1.66 0.53
14 H -2.96 -0.57 -0.03
15 H -1.38 -1.15 -0.53
16 H -2.43 1.39 -1.52
17 H -1.40 0.46 -2.22
18 O 1.43 -1.23 -1.86
19 H 0.66 -0.68 -2.11
20 H 1.33 -1.57 -0.98

HOMO: -9.09 eV
E: -328.26090 a.u.
structure (SMILES): C/C=C/CCN.O
LUMO level: 0.9 eV

Record 5
ORCA calculation (wB97M-V/def2-TZVPD) on a 2-piece molecular cluster, C5H13NO overall at a distorted geometry.

Cartesian coordinates (Å):
1 C 1.23 -1.69 -0.79
2 C 1.21 -0.52 -1.45
3 C 0.78 0.80 -0.78
4 C -0.69 0.97 -0.25
5 N -0.69 1.56 1.13
6 C -0.10 0.70 2.16
7 H 0.65 -1.82 0.12
8 H 1.41 -2.57 -1.42
9 H 1.68 -0.51 -2.42
10 H 1.52 0.78 0.01
11 H 1.04 1.55 -1.50
12 H -1.14 1.82 -0.73
13 H -1.18 0.00 -0.07
14 H -0.36 2.51 1.02
15 H 0.30 1.31 2.98
16 H 0.65 0.03 1.72
17 H -0.77 0.08 2.73
18 O -1.93 -1.95 -0.55
19 H -2.42 -1.71 -1.35
20 H -1.17 -1.34 -0.56

HOMO: -8.70 eV
E: -328.20775 a.u.
structure (SMILES): C=CCCNC.O
LUMO level: 0.9 eV

Record 6
ORCA calculation (wB97M-V/def2-TZVPD) on a 2-piece molecular cluster, C5H13NO overall at a distorted geometry.

Cartesian coordinates (Å):
1 C -1.94 0.33 -2.75
2 C -0.58 -0.04 -2.22
3 N -0.21 -1.35 -2.32
4 O 0.20 0.82 -1.86
5 H -2.67 -0.47 -2.63
6 H -1.78 0.60 -3.79
7 H -2.30 1.20 -2.23
8 H 0.72 -1.55 -1.98
9 H -0.88 -2.09 -2.21
10 C 1.30 -0.72 1.29
11 C 0.41 0.46 1.62
12 C 0.75 1.05 2.99
13 H 0.85 -1.35 0.52
14 H 2.25 -0.37 0.87
15 H 1.53 -1.34 2.16
16 H 0.62 1.26 0.94
17 H -0.65 0.18 1.59
18 H 1.82 1.08 3.11
19 H 0.15 1.94 3.18
20 H 0.37 0.35 3.75

HOMO: -9.84 eV
E: -328.31056 a.u.
structure (SMILES): CC(N)=O.CCC
LUMO level: 0.8 eV

Record 7
ORCA calculation (wB97M-V/def2-TZVPD) on a 2-piece molecular cluster, C5H13NO overall.

Cartesian coordinates (Å):
1 C 1.58 -0.64 -0.07
2 C 1.26 -1.74 -1.06
3 N 0.47 -1.36 -2.11
4 O 1.65 -2.88 -0.94
5 H 1.91 0.28 -0.56
6 H 2.38 -0.96 0.58
7 H 0.71 -0.43 0.55
8 H 0.27 -2.08 -2.79
9 H 0.12 -0.43 -2.23
10 C -2.47 1.07 1.34
11 C -1.23 1.84 1.81
12 C -0.82 2.97 0.85
13 H -2.33 0.65 0.34
14 H -2.68 0.24 2.01
15 H -3.33 1.73 1.30
16 H -1.46 2.24 2.79
17 H -0.39 1.15 1.89
18 H -1.36 2.89 -0.10
19 H -1.06 3.95 1.24
20 H 0.25 2.94 0.62

HOMO: -9.86 eV
E: -328.31476 a.u.
structure (SMILES): CC(N)=O.CCC
LUMO level: 0.7 eV

Record 8
ORCA calculation (wB97M-V/def2-TZVPD) on a 2-piece molecular cluster, C5H13NO overall at a distorted geometry.

Cartesian coordinates (Å):
1 C -0.87 -1.58 -1.05
2 C -0.88 -0.25 -0.90
3 N -1.23 0.60 -1.98
4 C -0.25 0.44 0.30
5 C 0.29 1.84 0.03
6 C 1.21 2.32 1.13
7 H -0.27 -2.09 -0.31
8 H -1.13 -1.97 -2.03
9 H -0.52 1.11 -2.48
10 H -1.71 0.08 -2.70
11 H -0.91 0.40 1.17
12 H 0.56 -0.22 0.62
13 H 0.79 1.78 -0.94
14 H -0.58 2.47 -0.19
15 H 1.08 1.64 1.97
16 H 2.27 2.41 0.85
17 H 1.12 3.27 1.66
18 O 0.42 -3.72 1.68
19 H 0.66 -4.22 0.90
20 H -0.05 -4.30 2.29

HOMO: -8.13 eV
E: -328.25040 a.u.
structure (SMILES): C=C(N)CCC.O
LUMO level: 0.9 eV

Record order is preserved below.
Energy above the lowest of the compared OMol25 structures with the same formula, charge and spin: 174.55; 178.10; 125.43; 152.14; 291.68; 21.76; 10.73; 179.72 kJ/mol